(1)
This record from the Open Molecules 2025 dataset describes a single C4H7N3 molecule in a non-equilibrium geometry. The level of theory is wB97M-V/def2-TZVPD.

## Properties
orbital gap: 7.96 eV
ΔE to the lowest compared entry with this formula, charge and spin: 100.95 kcal/mol
net charge: 0
LUMO: 0.5 eV
E_HOMO: -7.456 eV

```
14
Properties=species:S:1:pos:R:3:forces:R:3
C -2.255 0.177 -0.129 -0.3 -0.1 0.0
C -0.878 -0.418 0.027 -0.3 0.0 0.0
N 0.073 0.679 0.026 0.1 -0.1 0.1
C 1.361 0.489 0.067 -1.3 -0.1 0.0
N 1.930 -0.713 0.063 2.6 1.2 0.2
C 2.966 0.297 0.072 2.3 -0.4 0.1
N 4.101 0.663 0.086 -1.5 -0.3 -0.1
H -2.334 0.730 -1.071 0.0 -0.1 0.2
H -2.462 0.854 0.705 -0.1 -0.1 -0.1
H -2.998 -0.616 -0.134 -0.2 0.1 0.0
H -0.657 -1.098 -0.804 0.1 0.2 0.1
H -0.786 -0.985 0.965 0.0 0.1 -0.2
H -0.223 1.620 0.187 -0.4 0.2 -0.1
H 2.161 -1.679 -0.060 -1.1 -0.6 -0.2
```
Positions in Å, forces in eV/Å.

Results of the Mulliken charge analysis, in e, for atoms 1 through 4:
1. C -1.37
2. C -0.22
3. N -0.21
4. C 0.21

***

(2)
This record from the Open Molecules 2025 dataset describes a single C4H7N3O molecule in a non-equilibrium geometry. The level of theory is wB97M-V/def2-TZVPD.

## Properties
orbital gap: 10.01 eV
ΔE to the lowest compared entry with this formula, charge and spin: 72.74 kcal/mol
structure (SMILES): [H]/N=C\NN1CC(=O)C1
net charge: 0
LUMO: 0.6 eV
E_HOMO: -9.419 eV

```
15
Properties=species:S:1:pos:R:3:forces:R:3
C -2.287 -0.004 0.139 0.7 0.9 1.0
C 0.861 -1.008 0.369 -1.0 0.8 0.6
C 2.023 -0.229 -0.173 3.2 0.5 -0.3
C 1.154 0.961 -0.582 0.6 0.9 0.5
H -1.570 -0.739 -1.378 -1.0 -0.3 0.4
H -3.023 0.294 0.906 -0.1 -0.5 -0.6
H -0.958 0.856 1.447 0.3 0.0 0.4
H 0.609 -1.995 -0.038 0.2 0.2 0.1
H 0.862 -1.025 1.495 0.1 -0.1 -0.9
H 1.256 1.457 -1.594 -0.5 -1.1 0.8
H 1.356 1.794 0.139 -0.1 -0.5 -0.2
N -2.489 -0.732 -0.865 0.7 0.2 -0.4
N -1.042 0.609 0.477 -1.8 -0.1 -0.4
N 0.017 0.122 -0.190 0.9 -1.0 -0.8
O 3.232 -0.361 -0.151 -2.0 -0.1 -0.1
```
Positions in Å, forces in eV/Å.

Results of the Mulliken charge analysis, in e, for atoms 1 through 4:
1. C -0.03
2. C -0.39
3. C 0.37
4. C -0.44

***

(3)
This record from the Open Molecules 2025 dataset describes C4H7N3O as an isolated structure in a non-equilibrium geometry. The level of theory is wB97M-V/def2-TZVPD.

## Properties
orbital gap: 10.25 eV
ΔE to the lowest compared entry with this formula, charge and spin: 188.74 kcal/mol
net charge: 0
LUMO: 0.4 eV
E_HOMO: -9.814 eV

```
15
Properties=species:S:1:pos:R:3:forces:R:3
C -1.362 1.199 0.536 -0.3 -1.5 -1.1
C -0.571 -0.209 0.090 -1.2 -0.3 1.6
C 0.890 -0.148 -0.165 -0.1 0.8 -0.4
C 1.941 -0.842 0.379 0.8 -1.3 -0.5
H -2.335 0.361 1.424 2.4 3.5 -2.5
H -1.887 1.686 -0.702 1.5 -1.5 4.5
H -0.618 2.050 1.083 -2.5 -2.6 -1.2
H -0.540 -0.833 1.161 -0.7 0.9 -2.9
H -1.137 -1.416 -1.559 3.2 -6.5 -3.6
H -2.360 -1.044 -0.580 2.9 1.3 -2.1
H 2.216 -1.821 0.887 -1.4 1.4 -0.5
N -1.397 -0.693 -1.107 -5.2 5.6 7.9
N 2.668 1.007 -0.613 -1.1 -0.9 -1.9
N 1.406 0.969 -0.860 3.2 -1.3 2.9
O 3.087 -0.264 0.026 -1.3 2.3 -0.1
```
Positions in Å, forces in eV/Å.

Results of the Mulliken charge analysis, in e, for atoms 1 through 4:
1. C -0.71
2. C 0.33
3. C -0.32
4. C 0.07

***

(4)
This record from the Open Molecules 2025 dataset describes a single C4H7N3O molecule in a non-equilibrium geometry. The level of theory is wB97M-V/def2-TZVPD.

## Properties
orbital gap: 9.15 eV
ΔE to the lowest compared entry with this formula, charge and spin: 134.60 kcal/mol
structure (SMILES): [H]/N=C1/NN[C@@H]2[C@@H](O)[C@H]12
net charge: 0
LUMO: 0.7 eV
E_HOMO: -8.415 eV

```
15
Properties=species:S:1:pos:R:3:forces:R:3
C -1.136 0.277 -0.234 -0.4 -5.3 1.8
C -0.320 -1.074 -0.038 -1.4 0.5 3.0
C 0.984 0.943 -0.012 1.9 -3.8 1.3
C -0.077 0.188 0.945 1.6 2.6 -4.5
H -2.734 -0.830 0.437 0.8 1.1 -0.6
H -1.393 0.521 -1.276 1.1 1.2 0.6
H -0.980 -1.970 0.471 2.1 2.1 -1.8
H 1.452 -2.020 -0.301 -0.1 0.8 -0.2
H 1.964 0.146 -1.646 1.9 1.0 -3.7
H 0.955 2.499 0.844 1.5 0.1 -2.3
H -0.312 0.580 1.999 0.2 -0.9 -2.0
N 0.880 -1.324 -0.812 -1.1 -0.6 0.4
N 1.492 -0.064 -0.871 -2.3 -0.2 4.3
N 1.477 2.099 -0.043 -2.0 1.6 3.0
O -2.251 0.028 0.537 -3.8 -0.3 0.8
```
Positions in Å, forces in eV/Å.

Results of the Mulliken charge analysis, in e, for atoms 1 through 4:
1. C -0.07
2. C -0.22
3. C 0.51
4. C -0.30

***

(5)
This record from the Open Molecules 2025 dataset describes a 4-piece molecular cluster, C4H7N3O overall in a non-equilibrium geometry. The level of theory is wB97M-V/def2-TZVPD.

## Properties
orbital gap: 7.13 eV
ΔE to the lowest compared entry with this formula, charge and spin: 364.36 kcal/mol
net charge: 0
LUMO: -2.1 eV
E_HOMO: -9.231 eV

```
15
Properties=species:S:1:pos:R:3:forces:R:3
C -1.252 -1.209 0.034 2.1 0.0 -1.7
C 0.614 -0.290 -1.269 -1.8 5.2 -2.3
C 0.028 0.616 0.940 1.5 -0.9 -1.3
C 1.484 0.924 1.086 4.0 2.1 -1.4
H -0.051 -2.535 -0.012 -3.4 2.0 0.0
H -2.146 -0.620 1.602 1.5 -2.3 -3.3
H -2.141 -0.853 -1.445 2.0 -1.1 3.6
H 1.198 -1.316 -1.689 -1.9 3.1 1.1
H 0.755 0.698 -2.797 0.4 1.1 -1.4
H -1.799 0.484 1.655 1.6 1.7 -0.3
H 1.484 1.889 1.775 1.2 -1.9 -0.9
N -0.063 -0.302 -0.028 -3.3 -3.4 -1.5
N 0.266 1.107 -2.010 2.5 -8.6 3.6
N -0.842 0.993 1.742 -1.2 0.9 2.2
O 2.466 0.414 0.416 -5.1 2.3 3.7
```
Positions in Å, forces in eV/Å.

Results of the Mulliken charge analysis, in e, for atoms 1 through 4:
1. C -0.70
2. C -0.19
3. C 0.70
4. C 0.10

***

(6)
This record from the Open Molecules 2025 dataset describes a single C4H7N3O molecule in a non-equilibrium geometry. The level of theory is wB97M-V/def2-TZVPD.

## Properties
orbital gap (alpha / beta): 7.47 / 7.48 eV
ΔE to the lowest compared entry with this formula, charge and spin: 163.98 kcal/mol
net charge: 0
LUMO (alpha / beta): 0.2 / 0.2 eV
E_HOMO (alpha / beta): -7.289 / -7.290 eV

```
15
Properties=species:S:1:pos:R:3:forces:R:3
C 0.822 0.156 -0.323 0.5 -0.2 1.0
C 0.097 -0.669 1.113 0.6 0.0 -0.7
N -1.949 0.776 -1.289 0.2 -0.5 0.2
C 0.970 1.490 -0.504 -0.1 0.0 0.2
C 0.223 -1.667 1.968 0.0 0.2 0.0
O 1.591 -0.719 -1.033 -0.3 0.0 0.2
N -0.669 -0.408 0.024 -1.5 0.4 -1.0
N -1.764 0.254 -0.051 0.7 -0.1 0.2
H 1.657 -1.552 -0.550 0.0 0.1 0.0
H -1.090 0.942 -1.830 -0.3 0.2 0.2
H -2.641 1.512 -1.253 0.3 0.0 -0.1
H 0.366 2.191 0.049 -0.1 0.0 0.0
H 1.855 1.852 -1.004 -0.1 -0.1 -0.2
H 1.052 -1.697 2.661 0.0 0.0 -0.1
H -0.520 -2.460 2.022 0.0 0.1 0.0
```
Positions in Å, forces in eV/Å.

Results of the Mulliken charge analysis, in e, for atoms 1 through 4:
1. C 0.85
2. C -0.07
3. N -0.30
4. C -1.09

***

(7)
This record from the Open Molecules 2025 dataset describes a 2-piece molecular cluster, C4H7N3O overall in a non-equilibrium geometry. The level of theory is wB97M-V/def2-TZVPD.

## Properties
orbital gap: 8.57 eV
ΔE to the lowest compared entry with this formula, charge and spin: 53.67 kcal/mol
structure (SMILES): N=c1[nH]cc[nH]1.C=O
net charge: 0
LUMO: 1.0 eV
E_HOMO: -7.608 eV

```
15
Properties=species:S:1:pos:R:3:forces:R:3
C 1.272 1.346 0.879 -0.1 1.1 1.6
C 0.248 2.189 1.160 -1.6 -2.9 -2.6
C -0.520 0.509 -0.225 0.6 0.3 -0.8
C 0.095 -2.862 -0.858 -0.1 -2.9 -0.2
N 0.782 0.282 0.123 0.0 1.5 0.4
N -0.903 1.688 0.413 1.6 -1.4 -0.2
N -1.033 -0.258 -1.142 -1.3 0.6 1.0
O 1.048 -2.513 -0.240 1.7 1.1 1.4
H 2.269 1.586 1.304 -0.6 -1.0 -0.8
H 0.090 3.117 1.555 0.4 2.1 1.3
H -0.327 -2.156 -1.560 -0.9 -0.3 -0.4
H -0.164 -3.985 -0.662 -0.6 1.6 -0.8
H -1.884 1.820 0.516 -0.3 0.7 0.4
H -2.039 -0.103 -1.194 0.1 0.1 -0.3
H 1.065 -0.659 -0.070 1.2 -0.5 0.1
```
Positions in Å, forces in eV/Å.

Results of the Mulliken charge analysis, in e, for atoms 1 through 4:
1. C -0.30
2. C -0.42
3. C 0.17
4. C -0.13

***

(8)
This record from the Open Molecules 2025 dataset describes a single C4H7N3O molecule in a non-equilibrium geometry. The level of theory is wB97M-V/def2-TZVPD.

## Properties
orbital gap: 10.07 eV
ΔE to the lowest compared entry with this formula, charge and spin: 56.16 kcal/mol
structure (SMILES): [H]/N=C(/N)N(C=C)C=O
net charge: 0
LUMO: 0.6 eV
E_HOMO: -9.439 eV

```
15
Properties=species:S:1:pos:R:3:forces:R:3
C -0.198 1.290 0.593 0.6 0.7 3.0
C -0.689 -0.829 -0.601 2.7 -0.9 0.0
C -0.328 -2.110 -0.690 -0.4 0.1 -1.3
C 1.623 0.135 -0.682 -2.0 1.4 0.0
H -1.117 -0.090 1.564 -1.3 1.3 -0.3
H -1.871 1.496 1.771 1.1 -1.6 -1.3
H 1.232 2.347 0.529 1.9 0.7 -0.5
H -1.667 -0.692 -0.923 -1.4 1.6 -0.3
H 0.706 -2.389 -0.459 -0.7 -0.6 0.0
H -1.069 -2.728 -1.313 1.5 0.4 1.5
H 1.726 -0.838 -1.220 0.8 0.7 0.3
N -1.449 0.789 1.074 0.4 1.4 2.3
N 0.478 2.301 1.161 -3.6 -3.2 -2.4
N 0.251 0.235 -0.257 0.6 -0.2 -0.7
O 2.372 1.083 -0.545 -0.2 -1.8 -0.3
```
Positions in Å, forces in eV/Å.

Results of the Mulliken charge analysis, in e, for atoms 1 through 4:
1. C 0.33
2. C 0.02
3. C -0.81
4. C 0.11

***

| no. | total energy (eV) |
| --- | --- |
| 1 | -8727.3019 |
| 2 | -10776.5932 |
| 3 | -10771.5629 |
| 4 | -10773.9105 |
| 5 | -10763.9470 |
| 6 | -10772.6364 |
| 7 | -10777.4198 |
| 8 | -10777.3119 |